{
  "formula": "C32H45CdN7O4SSi",
  "method": "the ωB97M-V functional and the def2-TZVPD basis",
  "elements": ["Cd", "S", "Si", "O", "O", "O", "O", "N", "N", "N", "N", "N", "N", "N", "C", "C", "C", "C", "C", "C", "C", "C", "C", "C", "C", "C", "C", "C", "C", "C", "C", "C", "C", "C", "C", "C", "C", "C", "C", "C", "C", "C", "C", "C", "C", "C", "H", "H", "H", "H", "H", "H", "H", "H", "H", "H", "H", "H", "H", "H", "H", "H", "H", "H", "H", "H", "H", "H", "H", "H", "H", "H", "H", "H", "H", "H", "H", "H", "H", "H", "H", "H", "H", "H", "H", "H", "H", "H", "H", "H", "H"],
  "coordinates": [[0.411, 0.288, 0.348], [-0.333, -1.697, 2.065], [-1.144, 3.646, -0.594], [-0.361, 1.984, 2.521], [1.782, 0.272, 2.632], [-2.145, 0.648, 1.073], [-0.082, 2.579, -0.190], [-3.609, 0.365, 2.775], [-2.512, -4.395, 0.297], [-1.986, -3.565, 1.300], [2.378, 0.295, -0.427], [2.428, 1.076, 4.647], [-1.253, -2.281, -0.471], [-0.658, -1.202, -0.922], [3.500, 2.818, -0.863], [2.868, -2.037, -1.997], [-1.247, -2.554, 0.854], [3.226, -0.124, 4.832], [0.746, 2.328, 3.302], [1.711, 1.144, 3.465], [-1.272, -1.995, -3.155], [-0.387, -5.131, -0.602], [-4.409, 1.174, 3.668], [-0.361, -6.805, -2.347], [-2.271, 4.323, 0.815], [-0.790, -0.603, -5.066], [-2.430, 3.126, -1.910], [3.207, 0.395, -1.433], [-0.318, 0.202, -2.843], [-2.457, -6.086, -1.397], [-2.421, 0.823, 2.233], [3.562, -0.727, -2.257], [4.809, 1.719, -2.726], [2.948, 2.266, 5.280], [0.304, -5.931, -1.489], [-1.795, -5.178, -0.546], [-1.264, -1.793, -4.523], [3.862, 1.641, -1.727], [-1.747, -6.875, -2.283], [5.163, 0.615, -3.499], [-0.765, -1.011, -2.281], [-0.383, 5.253, -1.316], [-4.355, -0.540, 1.916], [-1.422, 1.402, 3.231], [4.514, -0.593, -3.245], [-0.336, 0.395, -4.209], [1.870, -2.056, -2.447], [0.192, -7.414, -3.052], [4.001, 3.727, -1.202], [3.791, 2.624, 0.177], [-5.051, 1.871, 3.111], [2.730, -2.187, -0.923], [3.383, -0.281, 5.901], [-2.284, -7.549, -2.942], [0.012, 1.340, -4.612], [-5.136, -1.012, 2.514], [-3.540, -6.149, -1.353], [-3.482, -4.615, 0.425], [2.955, 2.142, 6.366], [0.024, 0.989, -2.179], [-2.990, 2.255, -1.556], [-1.141, 6.027, -1.478], [-2.850, 5.192, 0.485], [1.386, -5.866, -1.518], [1.254, 3.124, 2.750], [4.196, -0.053, 4.328], [-1.690, 4.627, 1.693], [-4.808, -0.030, 1.058], [-1.636, -2.578, -5.174], [-3.778, 1.754, 4.336], [5.285, 2.678, -2.919], [-1.938, 2.831, -2.841], [0.136, -4.458, 0.062], [5.923, 0.689, -4.268], [-1.097, 0.551, 3.843], [-2.983, 3.557, 1.143], [4.762, -1.463, -3.847], [-1.640, -2.919, -2.731], [-0.777, -0.453, -6.140], [-5.046, 0.525, 4.271], [0.427, 2.700, 4.284], [2.416, 2.978, -0.856], [0.381, 5.665, -0.648], [3.444, -2.870, -2.406], [-1.880, 2.158, 3.880], [2.684, -0.967, 4.410], [0.101, 5.051, -2.276], [-3.145, 3.921, -2.143], [3.976, 2.471, 4.954], [2.339, 3.133, 5.033], [-3.681, -1.312, 1.546]],
  "forces_ev_per_a": [[-0.9, 0.4, 0.6], [0.3, 0.3, -0.2], [-1.0, 0.9, -0.4], [0.0, -0.1, 0.0], [0.1, 0.3, 0.1], [-0.1, 0.1, 0.0], [0.8, -1.0, 0.1], [0.0, -0.1, -0.1], [-0.2, 0.2, -0.3], [0.4, -0.1, 0.2], [0.5, 0.0, 0.2], [0.0, -0.1, -0.1], [-0.1, -0.1, -0.6], [-0.1, 0.0, 0.2], [0.0, -0.1, -0.1], [0.0, 0.1, 0.0], [-0.5, -0.1, 0.3], [-0.1, 0.1, -0.1], [-0.1, 0.0, -0.2], [-0.1, 0.0, 0.2], [0.0, 0.0, 0.1], [0.0, 0.1, 0.1], [0.1, 0.0, -0.1], [0.1, -0.1, -0.1], [0.2, -0.2, 0.1], [0.0, 0.0, -0.1], [0.2, -0.2, 0.1], [0.7, 0.1, -0.8], [-0.1, -0.2, 0.3], [0.0, 0.0, 0.1], [0.0, 0.1, 0.2], [-0.2, -0.1, 0.2], [0.0, -0.1, -0.1], [-0.1, 0.0, 0.0], [-0.1, -0.1, 0.0], [0.0, -0.1, 0.0], [0.0, 0.1, 0.0], [-0.2, 0.1, 0.3], [0.0, 0.0, 0.0], [0.0, 0.0, 0.0], [0.0, -0.2, -0.6], [0.1, -0.2, 0.1], [0.0, 0.0, -0.1], [0.0, 0.0, 0.0], [0.1, 0.2, 0.0], [0.0, 0.0, -0.1], [0.0, 0.0, 0.0], [0.0, 0.0, 0.0], [0.0, 0.0, 0.0], [0.0, 0.0, 0.0], [0.0, 0.0, 0.0], [0.0, -0.1, 0.0], [0.0, 0.0, 0.0], [0.0, 0.0, 0.0], [0.0, 0.0, 0.0], [0.0, 0.0, 0.0], [0.0, 0.0, 0.0], [0.0, -0.1, 0.0], [0.0, 0.0, 0.0], [0.1, 0.1, -0.1], [0.0, 0.0, 0.0], [0.0, 0.0, 0.0], [0.0, 0.0, -0.1], [0.0, 0.0, 0.0], [0.1, 0.0, 0.1], [0.0, 0.0, 0.0], [0.0, 0.0, 0.0], [0.0, 0.0, 0.0], [0.0, 0.0, 0.0], [-0.1, 0.0, 0.0], [0.0, 0.0, 0.1], [0.0, 0.0, 0.0], [0.0, 0.0, -0.1], [0.0, 0.0, 0.0], [0.0, 0.0, 0.0], [0.0, 0.0, 0.0], [0.0, 0.0, 0.0], [0.0, 0.0, 0.0], [0.0, 0.0, 0.0], [0.0, 0.0, 0.0], [0.0, 0.1, 0.0], [0.0, 0.0, 0.1], [0.0, 0.0, 0.0], [0.0, 0.0, 0.0], [0.0, 0.0, 0.0], [0.1, 0.0, 0.0], [0.0, 0.0, 0.0], [0.0, 0.1, 0.1], [0.0, 0.0, 0.0], [0.0, 0.0, 0.0], [0.0, 0.0, 0.0]],
  "lumo_ev": [4.0, 4.0],
  "de_lowest_kcal_mol": 9.0,
  "charge": -2,
  "energy_ev": -75812.1295,
  "homo_lumo_gap_ev": [5.199, 4.593],
  "homo_energy_ev": [-1.2, -0.6]
}